Record 1
6 unconnected molecules or ions with the total composition CH15NO5 at a distorted geometry. Source: the OMol25 dataset; level of theory: ωB97M-V/def2-TZVPD.

Charge   -1
Multiplicity   2
DFT total energy   -477.94471 Eh
Energy relative to the best compared isomer or geometry (same formula, charge and spin)   38.54 kcal per mole

Element x y z (Å)
C  -1.131  -1.429  1.120
N  0.231  -1.900  1.462
H  -1.086  -0.369  0.797
H  -1.734  -1.525  2.112
H  -1.573  -2.009  0.294
H  0.653  -2.276  0.631
H  0.835  -1.283  1.944
H  0.042  0.682  -3.339
H  1.374  1.230  -3.186
O  0.506  1.403  -3.468
H  2.479  -0.351  -2.287
H  3.692  0.414  -2.665
O  2.801  0.177  -2.895
H  -0.362  3.850  -1.326
H  -0.242  5.173  -0.462
O  0.111  4.301  -0.707
H  -1.615  -3.840  3.163
H  -2.599  -4.265  2.313
O  -2.483  -3.638  3.004
H  0.063  2.306  0.511
H  -0.175  1.827  1.886
O  0.213  1.521  1.097


Record 2
A molecular structure, C25H21F3N3O2PReS. Source: the OMol25 dataset; level of theory: ωB97M-V/def2-TZVPD.

Charge   +2
Multiplicity   4
DFT total energy   -2396.96285 Eh
Energy relative to the best compared isomer or geometry (same formula, charge and spin)   3.34 kcal per mole

Element x y z (Å)
Re  -1.496  0.190  0.638
O  -2.537  -2.440  -2.271
C  -1.832  -1.948  -1.456
O  -2.317  -1.261  -0.382
C  -0.298  -2.013  -1.476
P  0.362  -0.438  -0.865
C  1.951  -0.689  -0.071
C  2.247  -1.878  0.600
C  3.467  -2.024  1.237
C  4.391  -0.985  1.221
C  4.102  0.197  0.552
C  2.886  0.347  -0.098
C  0.466  0.763  -2.180
C  0.613  0.352  -3.506
C  0.739  1.304  -4.505
C  0.726  2.654  -4.185
C  0.581  3.066  -2.865
C  0.442  2.124  -1.860
H  0.091  -2.345  -2.434
H  -0.012  -2.765  -0.731
H  1.552  -2.709  0.619
H  3.703  -2.953  1.739
H  5.345  -1.106  1.718
H  4.828  0.997  0.521
H  2.682  1.263  -0.639
H  0.635  -0.698  -3.768
H  0.854  0.990  -5.534
H  0.834  3.393  -4.968
H  0.582  4.120  -2.622
H  0.332  2.448  -0.829
C  -3.299  0.764  -2.602
C  -3.184  1.870  -1.614
C  -3.661  3.153  -1.867
C  -3.490  4.135  -0.908
N  -2.903  3.898  0.279
C  -2.486  2.686  0.467
S  -1.717  2.110  1.962
N  -2.579  1.664  -0.431
H  -4.010  1.034  -3.378
H  -3.624  -0.162  -2.134
H  -2.330  0.588  -3.087
H  -4.161  3.365  -2.801
H  -3.823  5.151  -1.078
F  1.162  -2.384  6.575
C  1.255  -3.038  5.427
F  0.734  -4.246  5.574
F  2.550  -3.171  5.125
C  0.561  -2.265  4.322
C  1.015  -0.990  4.011
C  0.411  -0.304  2.983
N  -0.602  -0.838  2.272
C  -1.049  -2.070  2.588
C  -0.496  -2.811  3.612
H  1.831  -0.535  4.556
H  0.730  0.692  2.706
H  -1.875  -2.457  2.002
H  -0.881  -3.795  3.842


Record 3
2 unconnected molecules or ions with the total composition CH2BrN2O3 at a distorted geometry. Source: the OMol25 dataset; level of theory: ωB97M-V/def2-TZVPD.

Charge   +1
DFT total energy   -2947.96061 Eh
Energy relative to the best compared isomer or geometry (same formula, charge and spin)   68.52 kcal per mole

Element x y z (Å)
C  -0.237  -0.714  0.582
N  0.186  3.375  0.312
N  -0.156  -1.970  0.428
O  1.215  3.489  0.670
O  -0.779  3.048  -0.115
O  0.030  -2.690  -0.713
Br  0.136  0.318  -0.979
H  -0.257  -2.637  1.264
H  -0.139  -2.218  -1.451


Record 4
CH4FNO2P2 in the gas phase at a distorted geometry. Source: the OMol25 dataset; level of theory: ωB97M-V/def2-TZVPD.

DFT total energy   -1028.24796 Eh
SMILES   C[P@@]1(F)=P(O)=[N+]1[O-]
Energy relative to the best compared isomer or geometry (same formula, charge and spin)   119.36 kcal per mole

Element x y z (Å)
C  -1.462  -1.236  0.412
P  -1.045  0.573  0.073
F  -1.723  0.742  -1.375
P  1.154  2.014  -0.392
O  2.633  1.772  0.199
N  0.719  0.396  -0.461
O  1.755  -0.423  -0.277
H  -1.178  -2.051  -0.272
H  -1.204  -1.524  1.445
H  -2.520  -1.165  0.361
H  2.873  0.903  0.285


Record 5
A molecular structure, C28H46NOP2Pt at a distorted geometry. Source: the OMol25 dataset; level of theory: ωB97M-V/def2-TZVPD.

Charge   +2
Multiplicity   6
DFT total energy   -2025.51150 Eh
Energy relative to the best compared isomer or geometry (same formula, charge and spin)   33.99 kcal per mole

Element x y z (Å)
Pt  -0.667  -1.899  -3.408
C  -1.631  -1.519  2.886
C  -1.295  -2.545  1.969
C  0.640  -1.935  3.132
C  -0.439  -1.126  3.586
C  0.108  -2.844  2.166
C  -2.978  -0.981  3.139
H  -3.728  -1.259  2.389
H  -2.933  0.112  3.183
H  -3.376  -1.333  4.094
C  -0.399  -0.102  4.628
H  -1.377  0.316  4.861
H  0.241  0.717  4.332
H  0.034  -0.463  5.556
C  2.004  -1.823  3.679
H  2.058  -1.717  4.773
H  2.528  -0.964  3.239
H  2.608  -2.700  3.461
C  0.854  -4.020  1.686
H  0.340  -4.943  1.947
H  1.821  -4.161  2.201
H  0.898  -4.002  0.605
C  -2.196  -3.302  1.088
H  -2.453  -4.284  1.482
H  -1.731  -3.575  0.134
H  -3.124  -2.744  0.854
C  -1.335  2.490  0.256
C  -2.385  1.678  0.474
C  -2.629  0.312  -0.041
C  -1.818  -0.210  -1.211
C  -0.359  -0.088  -1.068
C  0.619  0.409  -0.393
C  0.944  1.836  -0.706
C  -0.466  2.475  -0.939
H  -3.662  0.443  -0.388
H  -2.327  0.224  -2.122
H  -2.647  -0.515  0.651
H  -1.008  1.944  -1.730
H  -1.113  3.301  0.966
H  -3.141  2.045  1.166
H  -0.308  3.487  -1.242
H  1.432  2.286  0.149
H  1.358  -0.197  0.135
H  1.597  2.035  -1.590
H  -2.117  -1.260  -1.362
H  -0.083  -3.268  -2.517
P  -0.772  0.457  -3.855
C  -0.748  2.333  -4.196
C  -1.688  0.110  -5.383
P  1.383  -1.543  -3.899
C  0.987  0.169  -4.324
C  0.907  -2.629  -5.282
C  3.024  -1.406  -3.336
H  0.210  2.783  -3.915
H  -1.589  2.822  -3.696
H  -0.874  2.445  -5.281
H  -1.255  0.739  -6.169
H  -2.716  0.444  -5.184
H  -1.679  -0.948  -5.656
H  3.560  -0.899  -4.150
H  3.495  -2.374  -3.128
H  3.133  -0.754  -2.453
H  1.617  0.833  -3.702
H  1.214  0.356  -5.378
H  1.580  -3.481  -5.196
H  1.033  -1.972  -6.143
H  -0.137  -3.002  -5.096
O  2.771  1.097  2.027
N  2.473  2.200  2.662
C  2.215  2.165  4.007
C  1.641  3.254  4.640
C  1.233  4.363  3.895
C  1.571  4.404  2.540
C  2.361  3.403  2.002
H  2.452  1.237  4.526
H  1.490  3.212  5.717
H  0.692  5.185  4.359
H  1.236  5.209  1.889
H  2.822  3.459  1.010